15 unconnected molecules or ions with the total composition C46H130N8O22. Source: the Open Molecules 2025 dataset; level of theory: the ωB97M-V functional and the def2-TZVPD basis.

**HOMO**: -8.58 eV
**Energy relative to the best compared isomer or geometry (same formula, charge and spin)**: 152.30 kcal/mol
**Maximum force**: 3.98 eV/Å
**DFT total energy**: -3923.47072 a.u.
**Net charge**: 0
**HOMO-LUMO gap**: 8.851 eV

CARTESIAN COORDINATES (ANGSTROEM)
C: -1.3540 -0.8794 4.7224
C: -2.6509 -0.8698 5.6332
C: -3.4880 -2.1666 5.6186
O: -4.1600 -2.4832 4.3495
C: -4.6247 -3.8132 4.3564
N: -2.1430 -0.6582 7.0287
H: -1.1098 0.1488 4.4552
H: -1.5690 -1.4258 3.8041
H: -0.5262 -1.4556 5.1356
H: -3.1218 0.0493 5.2845
H: -4.2812 -2.1227 6.3650
H: -2.8773 -3.0204 5.9119
H: -3.8265 -4.3340 4.8852
H: -4.8294 -4.2713 3.3887
H: -5.4991 -3.9413 4.9944
H: -1.4932 0.1141 6.9888
H: -2.8966 -0.5308 7.6889
C: -5.9699 -2.9535 0.4733
C: -7.2040 -1.9458 0.6605
C: -7.3663 -1.6060 2.1207
O: -7.7545 -2.8150 2.8750
C: -7.7089 -2.5735 4.2310
N: -6.7547 -0.7619 -0.1042
H: -4.9993 -2.6385 0.8566
H: -5.8184 -3.2678 -0.5593
H: -6.1114 -3.7242 1.2311
H: -8.1474 -2.2557 0.2111
H: -8.0200 -0.7356 2.1765
H: -6.4539 -1.2109 2.5674
H: -8.6550 -2.1014 4.4959
H: -6.8999 -1.9337 4.5836
H: -7.6054 -3.5474 4.7095
H: -5.9133 -0.4030 0.3239
H: -7.4977 -0.0790 -0.0634
C: 5.1411 7.6360 0.5975
C: 5.3350 6.0792 0.8367
C: 4.3697 5.2844 0.0009
O: 4.6548 3.9080 0.0257
C: 3.8482 3.1364 -0.8896
N: 6.7217 5.6208 0.5190
H: 5.8525 8.1488 1.2449
H: 4.1267 7.8705 0.9204
H: 5.2370 7.8586 -0.4652
H: 5.0331 5.9283 1.8731
H: 4.4369 5.6677 -1.0173
H: 3.3808 5.5692 0.3600
H: 3.8233 2.1195 -0.4980
H: 4.3382 3.0652 -1.8606
H: 2.8417 3.5533 -0.8533
H: 6.8456 5.5279 -0.4790
H: 6.7606 4.6471 0.7848
C: 2.1671 -0.4036 0.2671
C: 0.8926 -0.5996 -0.5587
C: -0.3615 -0.6000 0.4171
O: -1.6399 -0.6156 -0.2479
C: -2.0992 -1.9686 -0.5016
N: 0.7196 0.4753 -1.5614
H: 3.0296 -0.1871 -0.3633
H: 2.4827 -1.2482 0.8796
H: 2.0304 0.4298 0.9562
H: 0.9801 -1.4519 -1.2324
H: -0.3857 0.3014 1.0295
H: -0.2970 -1.3521 1.2034
H: -2.8968 -1.8693 -1.2379
H: -2.4501 -2.4700 0.4004
H: -1.2581 -2.5735 -0.8403
H: 0.8067 1.3982 -1.1605
H: -0.2524 0.2563 -1.7267
C: 4.4558 1.5901 2.8351
C: 3.6171 2.6457 3.5013
C: 4.4578 3.7656 4.0680
O: 3.6155 4.7831 4.6858
C: 4.2698 5.7744 5.5118
N: 2.5619 3.0614 2.5105
H: 3.9268 0.6375 2.8074
H: 5.3689 1.4046 3.4007
H: 4.6357 1.8843 1.8010
H: 3.0823 2.0970 4.2765
H: 4.9843 4.2640 3.2541
H: 5.0778 3.5927 4.9477
H: 5.2967 5.5364 5.7890
H: 3.6389 5.9710 6.3787
H: 4.3148 6.7429 5.0137
H: 2.2060 3.9121 2.9225
H: 3.0571 3.4376 1.7147
C: 4.6447 -2.8913 -1.4934
C: 5.8202 -3.1458 -0.5377
C: 6.2548 -1.7628 0.1526
O: 6.9815 -0.9441 -0.7530
C: 6.3090 0.1246 -1.3099
N: 5.4049 -4.1161 0.4350
H: 3.7843 -2.4345 -1.0044
H: 4.3906 -3.7630 -2.0965
H: 4.9548 -2.1189 -2.1972
H: 6.6623 -3.5865 -1.0713
H: 6.9606 -2.0310 0.9387
H: 5.3615 -1.4028 0.6629
H: 6.2911 0.8062 -0.4594
H: 5.2418 0.0217 -1.5068
H: 6.7965 0.5895 -2.1668
H: 6.1327 -4.1811 1.1322
H: 5.3866 -5.0525 0.0569
C: 0.2016 0.0387 -6.4805
C: -0.5365 0.9861 -5.4476
C: -1.8421 1.6838 -6.0406
O: -1.5092 2.4879 -7.1575
C: -0.5173 3.5355 -6.9214
N: -0.6897 0.4030 -4.1103
H: -0.3814 -0.7819 -6.8986
H: 0.9604 -0.5648 -5.9824
H: 0.7250 0.5862 -7.2644
H: 0.1861 1.7792 -5.2556
H: -2.4081 2.2544 -5.3042
H: -2.5060 0.9512 -6.4994
H: -0.4079 4.1915 -7.7850
H: 0.5062 3.1849 -6.7890
H: -0.8130 4.1427 -6.0658
H: -1.4510 -0.2019 -3.8371
H: 0.1814 0.0375 -3.7528
C: -0.5589 3.1386 -2.8457
C: -0.3618 4.1664 -1.7327
C: -1.7113 4.9726 -1.4693
O: -1.3918 6.0843 -0.6353
C: -2.2877 7.1250 -0.9382
N: 0.0204 3.5434 -0.4598
H: -0.6606 3.6338 -3.8114
H: -1.3740 2.4269 -2.7145
H: 0.3919 2.6385 -3.0299
H: 0.3776 4.8687 -2.1177
H: -2.3400 4.2542 -0.9433
H: -2.2419 5.2626 -2.3762
H: -1.9673 7.9968 -0.3678
H: -3.2981 6.8258 -0.6595
H: -2.3963 7.4647 -1.9683
H: -0.0245 4.0056 0.4371
H: -0.5871 2.7466 -0.3326
C: -4.7633 -6.5256 0.4833
C: -3.6685 -5.5890 -0.2395
O: -2.4353 -6.2650 -0.1591
O: -4.9046 -7.7026 -0.1765
H: -5.7522 -6.0682 0.5122
H: -4.4781 -6.5973 1.5329
H: -3.5497 -4.6201 0.2454
H: -3.9350 -5.5329 -1.2949
H: -2.7581 -7.1382 -0.3931
H: -5.2104 -8.3444 0.4687
C: 1.8154 -3.2977 -4.8194
C: 0.9793 -3.5471 -3.6075
O: 0.0846 -2.3703 -3.3934
O: 1.1248 -3.2241 -6.0723
H: 2.4892 -4.1455 -4.9434
H: 2.3441 -2.3610 -4.6428
H: 1.5860 -3.6025 -2.7037
H: 0.4727 -4.5030 -3.7404
H: 0.2729 -1.7523 -4.1035
H: 1.8235 -3.0983 -6.7186
C: 3.1144 -3.1111 3.2445
C: 2.7123 -2.1427 4.3578
O: 3.5266 -2.1965 5.5304
O: 4.5194 -2.8238 2.8268
H: 2.3060 -3.0068 2.5208
H: 3.1138 -4.0774 3.7488
H: 1.6928 -2.4523 4.5876
H: 2.5688 -1.1891 3.8498
H: 4.4228 -2.3312 5.2138
H: 4.6831 -3.3982 2.0753
C: -4.4389 1.3294 0.8718
C: -3.5166 1.2209 2.0825
O: -3.7242 2.0881 3.1890
O: -4.0461 0.4063 -0.1506
H: -4.5871 2.3426 0.4984
H: -5.4745 1.1574 1.1650
H: -2.4539 1.2182 1.8404
H: -3.7952 0.3056 2.6046
H: -2.9774 2.0944 3.7922
H: -3.0949 0.2822 -0.1127
C: 3.2184 1.4026 -5.4006
C: 3.3308 0.8464 -3.9732
O: 2.3595 -0.0409 -3.7096
O: 4.4912 1.8811 -5.7336
H: 2.5194 2.2389 -5.4088
H: 2.9697 0.7675 -6.2508
H: 3.4551 1.5858 -3.1820
H: 4.2791 0.3090 -3.9651
H: 2.0798 -0.0410 -2.7913
H: 4.4198 2.2466 -6.6184
C: -3.8330 0.5863 -3.4604
C: -4.7735 1.8768 -3.5718
O: -5.7746 1.5951 -4.5545
O: -4.6075 -0.5502 -3.1465
H: -2.9821 0.6871 -2.7865
H: -3.4795 0.2359 -4.4301
H: -4.2083 2.7602 -3.8691
H: -5.2230 2.1583 -2.6196
H: -5.2884 0.8734 -4.9599
H: -5.0632 -0.3626 -2.3226
C: -0.8536 -4.7239 3.2045
C: -0.1490 -6.1483 3.2223
O: 1.0900 -6.0360 2.5607
O: -0.9825 -4.1600 1.8747
H: -0.3068 -3.9108 3.6820
H: -1.8892 -4.8410 3.5237
H: -0.6540 -6.8888 2.6020
H: 0.0873 -6.5248 4.2175
H: 1.0074 -6.4688 1.7077
H: -1.4456 -4.7944 1.3227

Atom charges from the Löwdin analysis, given in e for atoms 1 to 6:
1 C -0.0494
2 C -0.3719
3 C -0.1524
4 O -0.2027
5 C -0.1255
6 N 0.0252

8 unconnected molecules or ions with the total composition C23H58ClF2O14PS2. Source: the Open Molecules 2025 dataset; level of theory: the ωB97M-V functional and the def2-TZVPD basis.

**HOMO**: -9.80 eV
**Maximum force**: 10.41 eV/Å
**DFT total energy**: -3761.88142 a.u.
**Net charge**: 0
**SMILES string**: O=S1(=O)O[C@@H](F)[C@@](P(O)Cl)(S(=O)(=O)F)O1.CC(C)O.CC(C)O.CC(C)O.CC(C)O.CC(C)O.CC(C)O.CC(C)O
**HOMO-LUMO gap**: 7.876 eV

CARTESIAN COORDINATES (ANGSTROEM)
O: 5.8202 -2.2385 1.5788
S: 5.2074 -0.8015 1.5305
O: 5.8460 -0.0589 2.7329
O: 5.1531 0.0085 0.0039
C: 3.7871 -0.0449 -0.6072
F: 3.8819 -0.4533 -2.0583
C: 2.8302 -1.0036 0.3185
P: 1.0892 -0.3594 0.8528
O: -0.0877 -1.6237 0.4480
Cl: 0.5925 1.4212 -0.2130
S: 3.0041 -2.7721 -0.2738
O: 2.8452 -3.7800 0.9211
O: 1.8804 -3.1438 -1.3170
F: 4.5390 -3.1389 -0.9850
O: 3.5237 -1.0519 1.6313
H: 3.3881 1.0733 -0.7103
H: -0.6917 -1.6405 1.2717
C: -3.3262 4.5468 -0.4894
C: -2.4434 3.5067 -1.1604
C: -3.0121 3.0811 -2.5047
O: -2.3300 2.3661 -0.3133
H: -4.3282 4.1463 -0.2988
H: -2.9112 4.8346 0.4824
H: -3.4206 5.4437 -1.1095
H: -1.4357 3.9133 -1.2992
H: -4.0030 2.6286 -2.3855
H: -2.3730 2.3233 -2.9704
H: -3.0971 3.9340 -3.1852
H: -3.2201 1.9984 -0.1845
C: 8.4057 -2.3390 5.5320
C: 7.1654 -2.1719 6.3951
C: 6.2286 -3.3613 6.2552
O: 6.4794 -0.9830 6.0112
H: 8.1386 -2.4109 4.4717
H: 9.0648 -1.4701 5.6332
H: 8.9644 -3.2371 5.8133
H: 7.4594 -2.0564 7.4440
H: 5.8843 -3.4695 5.2206
H: 5.3346 -3.2217 6.8725
H: 6.7219 -4.2901 6.5583
H: 6.2144 -1.0766 5.0811
C: 1.8928 -3.0954 6.1472
C: 1.7440 -3.2644 4.6437
C: 2.0689 -4.6852 4.2108
O: 2.6178 -2.3564 3.9776
H: 2.9221 -3.2975 6.4643
H: 1.6680 -2.0651 6.4428
H: 1.2217 -3.7696 6.6885
H: 0.7206 -3.0133 4.3444
H: 3.1043 -4.9436 4.4592
H: 1.9694 -4.7888 3.1249
H: 1.4030 -5.4070 4.6939
H: 3.5290 -2.5719 4.2373
C: -0.2254 7.5579 1.3951
C: 0.7605 6.6561 0.6698
C: 0.5706 6.7264 -0.8371
O: 0.5799 5.3114 1.1062
H: -1.2583 7.2546 1.1898
H: -0.0854 7.4878 2.4792
H: -0.1013 8.6024 1.0927
H: 1.7845 6.9490 0.9258
H: -0.4339 6.3936 -1.1216
H: 1.2786 6.0631 -1.3455
H: 0.7187 7.7459 -1.2065
H: -0.3268 5.0427 0.8830
C: -8.7868 3.1277 -2.4359
C: -7.6636 2.9453 -1.4277
C: -8.1620 3.1306 -0.0033
O: -6.6317 3.8918 -1.6938
H: -9.2081 4.1374 -2.3749
H: -8.4111 3.0037 -3.4573
H: -9.5898 2.4033 -2.2678
H: -7.2283 1.9461 -1.5383
H: -8.5611 4.1404 0.1440
H: -7.3404 3.0086 0.7107
H: -8.9462 2.4063 0.2379
H: -7.0092 4.7820 -1.5980
C: 4.0871 -7.8671 -2.4492
C: 4.9253 -6.9793 -3.3550
C: 6.0708 -6.3334 -2.5920
O: 4.0988 -5.9625 -3.9158
H: 3.6396 -7.2856 -1.6353
H: 3.2592 -8.3155 -3.0089
H: 4.6910 -8.6696 -2.0142
H: 5.3241 -7.5724 -4.1852
H: 5.6938 -5.6974 -1.7832
H: 6.6582 -5.6877 -3.2537
H: 6.7343 -7.0898 -2.1613
H: 3.7403 -5.4308 -3.1859
C: -7.5984 -0.2722 -6.4269
C: -8.0753 1.0937 -5.9596
C: -7.8629 2.1512 -7.0310
O: -7.3635 1.4650 -4.7819
H: -6.5259 -0.2572 -6.6513
H: -7.7460 -1.0209 -5.6412
H: -8.1384 -0.5936 -7.3229
H: -9.1378 1.0430 -5.6979
H: -6.7999 2.2522 -7.2769
H: -8.1994 3.1314 -6.6763
H: -8.4109 1.9026 -7.9452
H: -6.4189 1.5125 -5.0048

Atom charges from the Löwdin analysis, given in e for atoms 1 to 6:
1 O -0.2965
2 S 0.9094
3 O -0.2710
4 O -0.1686
5 C -0.1943
6 F -0.0346

A molecular structure, BCd3H26O19P2. Source: the Open Molecules 2025 dataset; level of theory: the ωB97M-V functional and the def2-TZVPD basis.

**HOMO**: -4.25 eV
**Energy relative to the best compared isomer or geometry (same formula, charge and spin)**: 0.00 kcal/mol
**Maximum force**: 5.07 eV/Å
**DFT total energy**: -2656.24368 a.u.
**Net charge**: -1
**HOMO-LUMO gap**: 5.807 eV

CARTESIAN COORDINATES (ANGSTROEM)
Cd: -14.1465 -7.3410 5.1827
Cd: -14.3270 -4.0316 7.3580
Cd: -16.5001 -6.4340 3.1345
P: -15.4415 -8.9083 3.3736
O: -16.0835 -8.0400 4.5459
O: -13.9570 -8.9554 3.9251
O: -15.5646 -7.9353 2.1489
O: -15.8663 -10.3301 3.2140
P: -15.4047 -4.8360 4.9842
O: -14.6342 -5.7385 3.9285
O: -16.9112 -5.0630 4.6757
O: -14.8433 -3.4496 5.4295
O: -14.8669 -5.6939 6.2560
B: -13.7134 -4.9502 9.4451
H: -13.9040 -3.8011 9.7996
H: -14.5973 -5.3037 8.7329
H: -12.6524 -5.1723 8.9049
H: -13.7370 -5.5243 10.5063
O: -12.0274 -1.7175 5.1143
H: -12.9127 -1.4541 5.4097
H: -11.5677 -0.8861 4.9781
O: -13.1669 -3.6060 2.7640
H: -13.5316 -4.3854 3.2132
H: -13.5382 -2.8636 3.2474
O: -12.2298 -4.1235 6.5444
H: -12.0672 -3.2695 6.1104
H: -11.3778 -4.5565 6.6139
O: -13.6184 -1.9983 8.0243
H: -14.0532 -1.1486 8.1266
H: -12.8425 -1.9705 8.5911
O: -18.1845 -2.2396 4.3523
H: -17.8519 -1.8088 5.1430
H: -17.9124 -3.1589 4.4586
O: -14.8391 -0.8685 5.5211
H: -15.0420 -1.8340 5.5297
H: -15.5873 -0.4382 5.9381
O: -16.2724 -3.1911 8.1276
H: -16.4552 -2.5387 8.8061
H: -17.1418 -3.4345 7.7684
O: -16.4050 -4.7828 1.6334
H: -16.8245 -3.9195 1.6721
H: -15.7089 -4.7055 0.9751
O: -14.2926 -8.7050 6.9116
H: -13.6873 -8.7458 7.6556
H: -15.0211 -9.2912 7.1294
O: -18.6307 -4.3530 6.6924
H: -19.3734 -4.2582 6.0921
H: -17.8925 -4.6312 6.1220
O: -18.5876 -7.1622 2.9566
H: -19.3962 -6.6636 2.8213
H: -18.7970 -8.0727 2.7279

Atom charges from the natural (NBO) analysis, given in e for atoms 1 to 6:
1 Cd 1.7404
2 Cd 1.7852
3 Cd 1.7697
4 P 2.4707
5 O -1.4006
6 O -1.2958

A molecular structure, C29H53N7NaPSTe. Source: the Open Molecules 2025 dataset; level of theory: the ωB97M-V functional and the def2-TZVPD basis.

**HOMO**: 1.16 eV
**Maximum force**: 1.52 eV/Å
**DFT total energy**: -2689.90900 a.u.
**Net charge**: -2
**HOMO-LUMO gap**: 2.229 eV

CARTESIAN COORDINATES (ANGSTROEM)
Na: -0.1106 0.3894 1.3971
C: -2.0440 -2.4635 0.1140
C: -0.6904 -3.1718 0.3486
N: -0.1249 -2.9802 1.6863
C: -0.6608 -3.7474 2.7950
C: -1.9833 -3.2475 3.3117
S: -2.0439 -1.4174 3.6439
C: -3.4451 -0.9468 2.5642
C: -3.1089 -0.4480 1.0916
N: -1.9265 -1.0755 0.5594
H: -2.8211 -2.9841 0.6935
H: -2.3153 -2.5976 -0.9470
H: 0.0330 -2.7714 -0.3533
H: -0.8060 -4.2364 0.2159
H: -0.3329 -2.0092 1.9238
H: 0.0909 -3.7367 3.6025
H: -0.7874 -4.7864 2.4962
H: -2.2412 -3.7678 4.2311
H: -2.8029 -3.4762 2.6314
H: -3.9298 -0.1262 3.0825
H: -4.0933 -1.8137 2.4894
H: -2.9789 0.6325 1.1126
H: -4.0117 -0.7025 0.5016
H: -1.4377 -0.5448 -0.1864
C: 4.0350 -3.4759 2.6292
C: 3.3886 -2.1487 2.9638
C: 3.7736 -0.9967 3.6083
C: 2.7544 -0.0625 3.3468
N: 1.7873 -0.6044 2.6127
N: 2.2168 -1.8556 2.3763
C: 2.6874 1.3686 3.8261
H: 4.9141 -3.6514 3.2511
H: 4.4163 -3.4324 1.6214
H: 3.3559 -4.3159 2.7056
H: 4.6993 -0.8388 4.1429
H: 1.5203 -2.4990 1.9295
H: 3.5312 1.5748 4.4993
H: 1.8130 1.5316 4.4563
H: 2.7076 2.0610 2.9977
N: -7.3410 4.6555 0.6183
C: -6.3557 4.2705 1.1436
C: -5.1279 3.8275 1.6495
C: -3.9147 3.7258 0.8418
C: -2.7938 3.1393 1.2725
N: -2.6650 2.4231 2.5057
C: -3.8011 2.5813 3.3560
C: -4.9463 3.1824 2.9700
H: -3.8763 4.2186 -0.1499
H: -1.9072 3.1686 0.6691
H: -3.7344 2.2046 4.3755
H: -5.7507 3.2690 3.7202
C: 0.4805 3.0947 -1.2153
C: 1.5083 2.2270 -1.9461
C: 1.8709 2.8509 -3.2839
C: 2.7397 2.2882 -1.0538
P: 0.8649 0.4109 -2.1206
N: 0.2441 -0.1374 -0.8283
C: 2.3848 -0.6916 -2.5283
C: 3.4378 -0.1952 -3.5174
C: 1.8918 -2.0239 -3.0073
C: 3.0936 -0.9743 -1.2009
C: -0.3865 0.3166 -3.5794
C: -1.3556 1.4617 -3.4668
C: -1.1814 -0.9581 -3.3539
C: 0.2196 0.3460 -4.9916
H: 0.8440 4.1397 -1.2337
H: 0.3785 2.8797 -0.1478
H: -0.4722 3.1470 -1.7092
H: 2.3463 3.8452 -3.1482
H: 1.0117 3.0186 -3.9251
H: 2.5867 2.2518 -3.8228
H: 2.9997 3.3417 -0.9214
H: 3.6257 1.7737 -1.4849
H: 2.5477 1.8550 -0.0701
H: 3.0360 -0.1575 -4.5222
H: 4.2547 -0.8921 -3.5294
H: 3.8298 0.7956 -3.2639
H: 1.3745 -2.0009 -3.9869
H: 1.2263 -2.4844 -2.2778
H: 2.7217 -2.7134 -3.1430
H: 3.6509 -0.1245 -0.7964
H: 3.7924 -1.8178 -1.3483
H: 2.3882 -1.2380 -0.4053
H: -1.7963 1.5210 -2.4891
H: -2.1344 1.2839 -4.2261
H: -0.9173 2.4131 -3.7105
H: -1.7054 -0.9511 -2.3669
H: -0.5959 -1.8771 -3.4397
H: -1.9428 -0.9841 -4.1503
H: 0.8820 1.2097 -5.1775
H: -0.6217 0.3662 -5.7301
H: 0.7847 -0.5672 -5.2088
Te: -0.7217 2.6582 3.3838

Atom charges from the Löwdin analysis, given in e for atoms 1 to 6:
1 Na -0.0097
2 C -0.1966
3 C -0.1810
4 N -0.1190
5 C -0.2857
6 C -0.4511

What is the net charge in the second record?
0

Among the records above, which one has the highest HOMO-LUMO gap?
C46H130N8O22